# C30H32ClN4O5

2 unconnected molecules or ions with the total composition C30H32ClN4O5 (ωB97M-V/def2-TZVPD, the Open Molecules 2025 dataset).

```
72
Properties=species:S:1:pos:R:3:forces:R:3:lowdin_charge:R:1
N 1.95316 -0.82156 3.74040 1.47 1.15 0.46 0.01
H -4.60477 3.49607 -2.15850 0.08 -0.13 -0.12 0.12
H -4.64506 0.09466 2.80240 -0.07 -0.08 0.01 0.07
C -3.90923 -0.61494 3.18967 -0.32 -0.12 0.19 -0.09
H -6.36314 1.55110 -1.56124 -0.02 -0.04 -0.23 0.13
H 3.85893 0.48673 5.09585 0.20 -0.19 -0.22 0.11
C -5.93640 0.99928 -2.42187 0.14 0.11 0.18 -0.17
H -4.04171 -2.44334 -2.39355 -0.15 0.06 0.09 0.12
C -0.36201 -0.30917 3.89631 2.74 -0.86 0.35 -0.54
C -3.01815 -1.66377 -0.68135 -0.04 -0.51 0.46 -0.13
C 1.56103 1.02023 -1.73437 -0.22 0.11 -0.11 -0.03
C 3.98122 -0.43365 -2.33956 0.13 -0.06 0.24 -0.41
H -0.63860 -0.49065 -0.45962 -0.15 0.17 -0.22 0.14
C -4.28560 -2.17252 -1.35854 0.04 -0.03 -0.05 -0.17
H -2.36635 0.74064 2.51850 -0.03 -0.02 0.20 0.12
H 1.68874 -2.55888 -3.39681 0.06 -0.03 0.00 0.08
C 2.71819 -2.22996 -3.30241 0.08 -0.30 -0.18 -0.02
C 0.74216 -1.25270 3.65859 -2.60 -0.07 0.00 -0.17
N 4.00946 0.84255 -1.77006 -0.80 -0.29 -0.32 0.02
C 4.66552 0.07541 4.48733 0.92 0.09 0.01 -0.04
H 5.16163 -2.10972 1.90335 0.12 0.17 0.20 0.10
C -2.60228 0.10772 3.38613 0.50 -0.28 -0.01 -0.25
H 2.94517 -2.25772 2.61269 0.05 0.03 0.20 0.09
O 0.43719 -0.84189 -2.74027 1.45 0.58 0.24 0.06
C -4.22499 2.75143 -2.87634 -0.37 0.53 -0.13 -0.16
C -2.64902 -0.28949 -1.13748 -0.09 0.85 -0.20 -0.13
H 6.25166 1.19064 5.47407 -0.09 -0.12 -0.13 0.09
C 0.46051 1.79507 -1.49189 0.24 -0.18 -0.19 0.08
N 2.71319 -0.94508 -2.64327 0.27 0.79 0.31 0.02
H -2.19366 -2.34785 -0.91761 -0.10 0.14 0.13 0.13
C -1.90885 2.25439 -2.04764 0.65 -0.44 0.17 0.02
H -4.66607 -3.06670 -0.86064 0.08 -0.01 -0.02 0.11
H -3.12540 -1.67514 0.41610 -0.04 -0.02 -0.30 0.11
H -6.73221 0.36595 -2.83928 0.16 0.24 0.07 0.12
C -1.35134 0.15061 -0.98019 0.07 0.37 -0.51 0.02
O 5.01075 -1.06600 -2.55866 -1.30 0.76 0.11 0.08
C 4.36964 -0.88319 3.49608 -0.54 -0.01 -0.21 -0.24
N -4.88247 0.11833 -1.96266 -0.85 -0.41 -0.38 -0.09
C 1.48877 -0.29874 -2.38913 -0.97 -0.97 -0.17 -0.32
C 5.99435 0.47035 4.70008 -0.15 -0.39 -0.53 -0.12
C -5.36405 -1.10561 -1.35529 0.06 0.06 0.25 -0.17
C -3.22296 1.85849 -2.21481 0.22 -0.78 0.43 -0.15
C -5.40466 1.97300 -3.45553 0.06 -0.03 -0.03 -0.18
O -1.54648 -0.86324 3.52680 -1.38 0.57 -0.10 -0.06
H -6.21233 2.64341 -3.75732 0.10 0.04 -0.05 0.11
H -4.27907 -0.99495 4.14736 0.01 -0.06 -0.14 0.07
H 0.43753 -2.28029 3.42410 0.30 0.08 -0.43 0.09
H -1.59088 3.24288 -2.38711 -0.14 -0.21 0.00 0.13
C 5.33003 1.38361 -1.55641 0.45 0.05 0.07 -0.01
Cl 8.65130 0.40089 4.16872 0.81 0.26 0.16 0.61
H 7.53031 -1.38124 2.26573 -0.08 0.06 0.09 0.09
H 5.88950 0.69524 -0.92193 0.04 0.19 -0.01 0.10
C 2.87927 1.64258 -1.52044 0.45 1.21 0.39 -0.34
H -3.83923 -1.46019 2.49785 0.12 0.18 0.04 0.06
O -0.23237 0.82042 4.33285 -0.90 0.22 -0.19 0.03
H -2.64009 0.73404 4.28331 0.06 0.03 -0.24 0.12
H 3.31087 -2.92536 -2.70822 -0.10 -0.05 -0.12 0.10
H -5.07425 1.42174 -4.34457 -0.09 0.00 0.13 0.12
H 5.83986 1.46303 -2.51984 0.07 0.09 0.16 0.10
C 5.41254 -1.39185 2.68664 0.25 0.28 0.42 -0.07
H 5.22407 2.35870 -1.09126 0.04 -0.08 0.00 0.09
H -3.73531 3.31210 -3.67912 -0.03 0.02 0.12 0.12
C 3.02771 -1.37672 3.27492 0.18 -0.81 -0.39 -0.20
H -5.70353 -0.89721 -0.32082 0.06 -0.18 -0.18 0.13
O 3.00277 2.80596 -1.12816 0.05 -1.50 -0.53 0.06
H -6.24145 -1.42969 -1.93283 0.21 0.00 0.19 0.12
C -3.60833 0.56108 -1.76542 1.00 0.25 0.04 -0.09
H 0.64978 2.85255 -1.29898 0.15 -0.22 0.04 0.13
C 7.02178 -0.06974 3.90620 -1.46 -0.40 -0.27 -0.73
C 6.72749 -0.99215 2.88616 -0.16 0.30 0.40 -0.14
C -0.92566 1.38811 -1.51003 -0.78 -0.01 0.32 -0.19
H 3.18187 -2.12809 -4.28716 -0.07 -0.14 0.07 0.10
```
Positions in Å, forces in eV/Å.

Output
Total charge = -1
Energy above the lowest of the compared OMol25 structures with the same formula, charge and spin = 0.0 kcal per mole
LUMO level = 1.356 eV

=====

# C40H60IIrOP2Si

A molecular structure, C40H60IIrOP2Si (ωB97M-V/def2-TZVPD, the Open Molecules 2025 dataset).

```
106
Properties=species:S:1:pos:R:3:forces:R:3:lowdin_charge:R:1
C -1.15477 -1.49975 -2.81759 0.02 -0.17 -0.06 -0.25
C -1.83480 -2.51541 -1.87950 0.55 0.31 0.13 -0.39
H 4.94977 1.39909 2.13236 -0.02 0.00 -0.08 0.12
C -1.60145 -3.51699 0.89818 0.37 0.18 -0.28 -0.41
H -0.73017 -7.08572 2.29967 0.03 -0.03 -0.05 0.12
H 2.87605 1.87504 3.13455 -0.05 0.02 -0.01 0.11
H -3.19661 -0.45747 -4.81076 0.01 0.00 -0.02 0.11
H 1.88165 -2.29096 3.04261 0.04 -0.01 -0.08 0.08
C -4.13094 1.11053 0.83109 -0.12 0.03 -0.01 -0.08
H 3.56003 2.53718 -0.83112 0.10 0.00 0.02 0.09
C -1.59467 -2.60550 5.30391 -0.02 -0.01 -0.11 -0.17
C -0.16737 1.79617 2.68043 0.06 -0.15 0.04 -0.38
H 2.39002 1.31433 1.54116 0.02 0.06 0.04 0.09
C -0.90792 2.36021 1.64069 0.10 -0.03 -0.49 -0.28
C -2.99566 -2.51764 4.67263 0.06 0.11 -0.01 -0.17
H -2.71054 -1.78056 2.64337 -0.10 0.14 0.30 0.06
H -6.21200 1.08949 1.35225 0.00 -0.01 0.01 0.11
C -3.11915 -1.01315 0.36038 -0.18 -0.26 -0.22 -0.38
C -2.26260 -5.87824 1.37702 0.12 -0.05 -0.17 -0.18
H -1.78169 4.18401 0.91186 0.03 0.03 0.01 0.10
C -1.77878 2.51091 -1.30201 0.58 -0.33 0.00 -0.18
H -0.39546 -6.64860 0.62635 0.01 -0.03 0.00 0.12
H -2.55861 0.12630 5.00163 0.05 0.07 0.00 0.13
H 4.30635 0.93008 -0.92768 0.01 -0.01 -0.03 0.08
H -2.84083 -6.73078 1.01753 -0.03 0.01 0.04 0.12
Ir 0.18212 -0.49320 0.27799 0.85 0.18 -0.40 0.77
H 0.46738 -2.27717 4.75276 0.02 -0.03 -0.06 0.11
C -2.39194 -4.72284 0.37972 -0.09 -0.01 0.20 -0.19
H 1.51516 2.51858 -2.81116 0.03 -0.02 -0.01 0.05
C 4.77031 -0.41141 3.30087 -0.01 -0.01 -0.14 -0.19
P 0.24315 0.02134 2.64137 -0.78 0.26 -0.95 1.02
C -5.34871 0.49561 1.08117 0.05 0.06 0.03 -0.05
H -0.97554 -1.22372 -4.95456 0.05 -0.01 0.03 0.06
H -4.90838 -1.82934 -3.33910 -0.01 0.06 0.03 0.12
H -2.38585 0.61288 3.32776 0.00 0.04 0.05 0.09
H 0.22089 4.51019 4.67241 -0.01 0.00 0.00 0.11
C -0.09837 3.91338 3.82837 -0.02 -0.04 -0.01 -0.05
H -4.10396 -1.10570 3.45811 0.06 -0.01 -0.05 0.11
C -3.07278 -1.47808 -4.44404 0.02 -0.03 0.11 -0.18
C -4.33178 -1.63557 0.65778 -0.19 0.05 -0.13 -0.10
H 4.66729 0.09183 4.26643 0.04 -0.02 0.02 0.12
H -3.27239 -3.47735 4.22992 -0.02 -0.03 0.00 0.10
P -1.64590 -1.97354 -0.12368 0.01 1.26 1.43 1.00
Si -1.38839 1.33544 0.11894 -0.14 -1.23 0.80 0.60
C 2.22895 1.01166 -1.47600 0.21 1.03 -0.66 -0.61
H -0.32419 -4.76664 3.03221 0.03 -0.02 0.01 0.11
H -1.45330 -0.47580 -2.56136 0.03 0.02 0.03 0.09
C 3.61079 1.61212 -1.41042 -0.19 -0.18 0.09 -0.02
H 2.06915 -0.04629 4.23167 -0.16 0.03 0.03 0.13
C 2.85662 1.00236 2.48123 0.09 -0.07 -0.04 -0.19
C 3.95275 -1.71517 3.28721 0.01 0.10 -0.02 -0.17
H -3.48581 -2.14000 -5.20726 -0.02 0.03 -0.01 0.11
H 1.07528 -5.35423 2.13209 0.00 0.02 0.05 0.12
C 1.30735 1.57163 -2.33622 0.00 -0.38 0.16 -0.25
C -1.57863 -1.79544 -4.25162 -0.13 0.10 -0.09 -0.20
C 4.29133 0.53274 2.20029 -0.03 -0.06 0.16 -0.19
O 1.99332 -0.02384 -0.72374 -1.53 -0.55 0.96 -0.25
H 3.87096 -2.10685 4.30336 -0.01 -0.05 -0.02 0.11
H -1.55389 -1.99875 6.21243 0.01 -0.05 0.03 0.12
C -1.21921 3.71869 1.71316 -0.08 0.04 -0.02 -0.08
I 1.83812 0.22711 -4.64530 0.05 0.03 0.11 0.35
H 3.96328 1.85338 -2.41183 0.04 0.02 0.01 0.08
H -1.07635 5.54165 2.83103 0.02 0.00 -0.01 0.11
H -2.68930 -5.57442 2.33846 -0.04 -0.02 0.01 0.11
H -1.38946 -2.85232 -4.46158 0.04 0.01 0.01 0.12
H -6.38598 -1.37931 1.21072 0.01 -0.01 0.03 0.12
H 0.28314 -4.20488 0.08921 0.04 0.03 0.00 0.13
H 4.46358 -2.47451 2.69340 0.00 -0.01 0.01 0.12
H -0.98042 3.24101 -1.44437 -0.03 0.00 -0.02 0.04
C -3.28502 -2.80419 -2.31590 -0.17 0.10 0.08 -0.18
H 4.32984 0.01460 1.23944 0.03 0.03 -0.03 0.10
C -0.72520 -0.58571 4.10525 -0.04 -0.32 -0.53 -0.38
H -3.93378 -3.00528 -1.46513 0.02 -0.09 -0.01 0.08
H 0.46044 -3.05075 1.41511 -0.01 -0.06 -0.05 0.05
H -0.28084 -0.03780 4.94118 0.12 0.05 -0.05 0.12
H -4.41671 -2.71396 0.65311 0.00 -0.01 -0.05 0.10
C -3.85391 -1.64528 -3.13118 0.07 -0.07 -0.10 -0.19
H -0.59628 -2.63615 3.39184 0.05 0.07 0.11 0.07
H 5.82831 -0.63618 3.16867 0.01 0.02 0.08 0.11
H 0.78339 2.11712 4.58436 0.02 0.03 0.02 0.11
H 0.28636 1.21278 -2.34243 0.07 0.01 0.00 -0.01
H -4.05079 2.18834 0.93562 -0.06 0.00 -0.02 0.11
C -5.44606 -0.88563 1.00129 0.03 -0.06 -0.07 -0.06
C 0.21980 2.56565 3.77412 0.03 -0.01 0.03 -0.08
H -1.91714 1.97661 -2.24372 -0.04 0.00 0.01 0.03
H -1.25540 -3.44307 -1.92044 0.04 0.01 -0.03 0.11
C -0.82106 4.49076 2.79299 -0.04 0.01 0.06 -0.05
H -3.80155 -0.72690 -2.53869 -0.06 -0.01 0.03 0.11
H -1.37282 -3.63179 5.59753 0.01 0.01 0.05 0.11
H -1.99320 -5.04405 -0.58594 -0.03 0.02 -0.05 0.12
H -3.44656 -4.48647 0.23860 0.01 0.01 -0.07 0.10
H -3.28753 -3.70518 -2.93396 0.03 -0.04 0.05 0.13
H -2.70655 3.04485 -1.08841 -0.04 -0.07 0.13 0.04
H -3.72644 -2.30854 5.45587 -0.04 -0.07 -0.02 0.11
C -3.06856 -1.41474 3.60792 0.10 0.00 0.25 -0.19
C -2.22254 -0.21501 4.01908 -0.09 -0.08 -0.09 -0.16
C 0.02307 -5.07830 2.04112 0.01 -0.11 -0.20 -0.19
C -0.80096 -6.27612 1.57179 -0.10 0.10 0.17 -0.19
H -1.99875 -3.23195 1.87846 0.05 -0.07 -0.12 0.09
H 2.57432 -1.52441 1.61523 0.02 0.00 -0.01 0.10
C -0.52637 -2.09187 4.34031 -0.03 0.03 0.15 -0.21
C 2.01402 -0.11530 3.14142 -0.12 -0.21 -0.65 -0.41
C -0.12198 -3.91230 1.06529 -0.06 -0.01 0.13 -0.23
C -3.00644 0.37469 0.46014 0.28 0.37 -0.13 -0.29
H -0.06895 -1.56574 -2.71183 0.02 0.10 0.00 0.07
C 2.54850 -1.49120 2.71025 0.00 -0.06 0.21 -0.23
```
Positions in Å, forces in eV/Å.

Output
Multiplicity = 2
Total charge = +1
Energy above the lowest of the compared OMol25 structures with the same formula, charge and spin = 0.0 kcal per mole
⟨S²⟩ = 0.77
LUMO level (alpha / beta) = -4.116 / -4.138 eV

=====

# C4H13N4

2 unconnected molecules or ions with the total composition C4H13N4 (ωB97M-V/def2-TZVPD, the Open Molecules 2025 dataset).

```
21
Properties=species:S:1:pos:R:3:forces:R:3:lowdin_charge:R:1
H -0.39230 2.27097 1.88509 -0.67 -1.21 0.49 0.13
H 0.32024 4.04673 1.18395 0.32 0.90 0.26 0.07
H -0.53067 -3.14444 -3.46103 0.04 -0.16 -0.23 0.10
H 1.11742 -3.56206 -3.46206 0.29 -0.14 0.04 0.10
H -1.47499 -1.42361 1.75841 0.87 2.47 0.21 0.14
C 1.04086 3.28795 0.95019 1.30 -1.61 -1.46 -0.04
H -2.06993 0.19841 1.84484 -2.62 2.26 -0.04 0.04
H 1.22482 3.33867 -0.22070 0.34 0.20 2.65 0.13
H 1.28208 -2.60375 -1.14690 0.08 -0.24 -0.64 0.13
H -1.32004 -1.78038 -2.00162 -0.62 -0.01 -0.13 0.08
H 1.97079 3.22123 1.67566 -1.76 0.66 -1.92 0.14
N -0.39359 -0.09053 0.49108 -0.44 2.26 1.68 0.01
C -1.18052 -0.26683 1.75097 4.09 -5.19 -0.63 -0.01
H -0.40842 -0.06205 2.53600 -1.25 -0.21 -0.08 0.11
C 0.23535 1.02999 0.32340 1.02 1.03 -0.61 -0.15
N 0.25746 2.04196 1.16272 0.23 1.45 0.16 -0.03
N 0.30831 -3.31006 -2.92911 0.21 0.82 0.86 0.11
H 0.89320 1.31362 -0.55478 -0.82 -1.38 0.74 0.17
C 0.40071 -2.53560 -1.79476 0.09 -1.37 -0.67 -0.30
N -0.56369 -1.85059 -1.34281 0.27 0.29 0.04 0.05
H -0.21729 -0.84260 -0.18619 -0.97 -0.80 -0.72 0.02
```
Positions in Å, forces in eV/Å.

Output
Total charge = +1
Energy above the lowest of the compared OMol25 structures with the same formula, charge and spin = 43.0 kcal per mole
LUMO level = -2.395 eV